Entry 1:
A structure of composition C34H35F4IN6O2S2Ti, computed with the ωB97M-V functional and the def2-TZVPD basis.

Results
- E (Eh) = -4138.2177
- orbital gap (eV) = 7.0
- strongest force on any atom (eV/A) = 0.57

Structure (ORCA input):
```
! wB97M-V def2-TZVPD RIJCOSX def2/J DEFGRID3
* xyz 2 1
Ti 0.612 0.059 0.072
C 4.335 1.388 -2.338
C 3.194 0.582 -2.879
N 3.054 0.523 -4.187
C 2.141 -0.285 -4.744
C 1.361 -1.160 -4.025
C 0.440 -2.145 -4.704
O 0.767 -3.491 -4.390
C 1.453 -1.083 -2.620
C 0.947 -2.143 -1.774
N 0.731 -2.005 -0.512
C 0.525 -3.232 0.222
C -0.496 -4.095 -0.157
C -0.687 -5.291 0.515
C 0.154 -5.631 1.564
C 1.198 -4.792 1.918
C 1.394 -3.590 1.248
I 3.074 -2.451 1.713
C 2.312 -0.140 -2.039
O 2.303 0.074 -0.712
H 5.265 0.930 -2.678
H 4.348 1.419 -1.252
H 4.316 2.397 -2.749
H 2.075 -0.251 -5.826
H 0.446 -1.970 -5.781
H -0.586 -1.997 -4.358
H 1.473 -3.798 -4.970
H 0.851 -3.123 -2.239
H -1.138 -3.829 -0.990
H -1.484 -5.957 0.214
H 0.015 -6.563 2.095
H 1.879 -5.080 2.708
C -3.696 2.575 -0.049
C -2.374 3.203 0.354
N -1.512 2.337 1.178
C -2.204 1.782 2.354
C -2.775 2.788 3.349
C -0.324 3.091 1.533
C 0.756 2.265 2.227
N 0.874 0.845 1.778
C 0.841 -0.038 2.875
C -0.034 -1.100 2.792
F -0.690 -1.166 1.586
C -0.213 -2.035 3.781
F -1.088 -3.022 3.607
C 0.535 -1.919 4.938
C 1.433 -0.870 5.045
F 2.171 -0.749 6.138
C 1.603 0.063 4.030
F 2.504 1.033 4.153
H -4.178 3.192 -0.807
H -3.552 1.578 -0.467
H -4.389 2.494 0.787
H -1.803 3.458 -0.543
H -2.569 4.156 0.867
H -3.003 1.135 1.989
H -1.502 1.127 2.875
H -3.528 3.434 2.898
H -3.253 2.253 4.169
H -2.004 3.424 3.787
H 0.051 3.542 0.619
H -0.541 3.935 2.203
H 1.718 2.771 2.142
H 0.531 2.229 3.292
H 0.428 -2.631 5.744
C -2.933 -1.745 0.203
C -2.473 -0.867 -0.915
N -1.408 -0.082 -0.986
C -1.462 0.708 -2.125
C -2.519 0.485 -2.940
S -3.500 -0.729 -2.267
C -0.443 1.739 -2.249
C -0.275 2.669 -3.219
S 1.045 3.674 -2.825
C 1.321 2.812 -1.388
N 0.463 1.822 -1.211
C 2.420 3.205 -0.460
H -2.199 -2.491 0.488
H -3.847 -2.256 -0.091
H -3.155 -1.132 1.077
H -2.766 0.981 -3.864
H -0.852 2.812 -4.118
H 3.278 3.573 -1.018
H 2.731 2.359 0.149
H 2.085 4.015 0.191
*
```


Entry 2:
A structure of composition C34H35GeN6O5S2W, computed with the ωB97M-V functional and the def2-TZVPD basis.

Results
- E (Eh) = -4961.1458
- orbital gap (spin up / spin down) (eV) = 6.4 / 6.4
- strongest force on any atom (eV/A) = 0.73

Structure (ORCA input):
```
! wB97M-V def2-TZVPD RIJCOSX def2/J DEFGRID3
* xyz 2 2
W 0.244 -0.194 0.507
N -1.673 -1.122 4.443
C -1.290 -1.038 3.162
S -0.034 0.170 2.814
N -1.773 -1.817 2.269
N -1.304 -1.597 0.980
C -1.969 -2.319 0.121
C -1.804 -2.367 -1.305
C -2.650 -3.158 -2.090
C -2.481 -3.192 -3.462
C -1.469 -2.452 -4.065
C -0.609 -1.662 -3.311
C -0.805 -1.636 -1.951
O -0.023 -0.865 -1.145
H -1.416 -0.407 5.100
H -2.457 -1.715 4.668
H -2.738 -2.947 0.559
H -3.433 -3.735 -1.615
H -3.138 -3.799 -4.069
H -1.347 -2.487 -5.139
H 0.174 -1.070 -3.765
C 4.200 -5.266 0.002
C 3.068 -4.441 0.596
S 3.223 -2.709 0.266
O 2.055 -2.035 0.855
O 3.474 -2.478 -1.130
C 4.652 -2.148 1.195
C 5.145 -0.776 0.718
N 4.028 0.125 0.379
C 3.097 0.522 1.262
N 2.021 1.006 0.621
C 2.315 0.953 -0.743
C 3.526 0.386 -0.880
N 4.208 0.164 -2.137
O 5.401 -0.038 -2.109
O 3.506 0.256 -3.116
C 3.269 0.462 2.733
H 3.951 -6.321 0.103
H 5.142 -5.104 0.524
H 4.332 -5.044 -1.055
H 2.967 -4.546 1.678
H 2.102 -4.681 0.143
H 5.449 -2.876 1.042
H 4.369 -2.163 2.247
H 5.750 -0.872 -0.174
H 5.747 -0.309 1.495
H 1.670 1.344 -1.516
H 4.278 0.776 3.001
H 3.090 -0.541 3.122
H 2.564 1.138 3.208
C -0.219 6.120 1.134
C -1.295 5.859 0.296
C -1.630 4.550 -0.015
C -0.895 3.485 0.512
C 0.180 3.761 1.351
C 0.519 5.072 1.662
Ge -1.540 1.707 0.054
C -3.085 1.278 1.165
C -3.262 2.006 2.343
C -4.328 1.733 3.190
C -5.231 0.729 2.870
C -5.068 -0.002 1.700
C -4.000 0.271 0.859
C -1.838 1.609 -1.870
C -2.970 1.053 -2.462
C -3.085 0.991 -3.846
C -2.068 1.480 -4.653
C -0.939 2.050 -4.077
C -0.832 2.118 -2.696
H 0.043 7.142 1.375
H -1.872 6.676 -0.116
H -2.469 4.362 -0.676
H 0.759 2.951 1.781
H 1.355 5.276 2.318
H -2.572 2.804 2.595
H -4.462 2.315 4.092
H -6.068 0.524 3.524
H -5.779 -0.776 1.441
H -3.892 -0.311 -0.050
H -3.786 0.689 -1.852
H -3.978 0.574 -4.293
H -2.164 1.441 -5.730
H -0.160 2.463 -4.704
H 0.026 2.622 -2.257
*
```


Entry 3:
A cluster of 5 separate species, C34H35N7OS in total at a distorted geometry, computed with the ωB97M-V functional and the def2-TZVPD basis.

Results
- E (Eh) = -2173.1958
- orbital gap (eV) = 8.4
- SMILES string = C#Cc1cc2c(cc1NCCC)Nc1c(OC#N)cccc1S2.c1cc[nH]c1.c1cc[nH]c1.c1cc[nH]c1.c1cc[nH]c1
- strongest force on any atom (eV/A) = 1.05

Structure (ORCA input):
```
! wB97M-V def2-TZVPD RIJCOSX def2/J DEFGRID3
* xyz 0 1
C 0.803 -3.804 4.019
C 1.132 -3.090 3.114
C 1.395 -1.987 2.240
C 2.664 -1.435 2.207
C 2.917 -0.352 1.389
C 1.907 0.192 0.619
C 0.637 -0.354 0.668
C 0.355 -1.452 1.459
N -0.908 -2.076 1.545
C -2.002 -1.464 0.780
C -2.590 -0.159 1.357
C -4.117 -0.130 1.223
N 2.178 1.318 -0.190
C 2.868 2.358 0.450
C 2.463 3.678 0.364
O 1.312 4.018 -0.397
C 0.204 3.631 0.149
N -0.758 3.268 0.663
C 3.152 4.688 0.985
C 4.288 4.398 1.718
C 4.715 3.088 1.839
C 4.007 2.083 1.199
S 4.524 0.393 1.281
H 0.514 -4.436 4.818
H 3.471 -1.833 2.801
H -0.134 0.100 0.063
H -1.178 -2.035 2.524
H -1.692 -1.312 -0.250
H -2.802 -2.202 0.759
H -2.240 0.024 2.371
H -2.203 0.667 0.762
H -4.384 -0.613 0.285
H -4.565 -0.666 2.055
H -4.485 0.890 1.179
H 1.336 1.631 -0.650
H 2.818 5.711 0.913
H 4.828 5.193 2.207
H 5.584 2.809 2.412
C -3.061 -2.324 -3.111
C -4.211 -2.674 -3.869
C -4.495 -3.985 -3.595
N -3.563 -4.441 -2.705
C -2.688 -3.435 -2.401
H -2.567 -1.366 -3.088
H -4.764 -2.036 -4.538
H -5.277 -4.629 -3.958
H -3.526 -5.372 -2.332
H -1.879 -3.594 -1.705
C 2.624 -3.508 -4.010
C 2.539 -3.620 -2.595
C 1.209 -3.658 -2.269
N 0.489 -3.570 -3.430
C 1.343 -3.481 -4.494
H 3.522 -3.453 -4.602
H 3.359 -3.668 -1.899
H 0.719 -3.738 -1.313
H -0.515 -3.569 -3.488
H 0.967 -3.404 -5.499
C -8.790 -0.314 2.147
C -8.774 0.989 2.715
C -7.771 1.017 3.646
N -7.183 -0.219 3.664
C -7.796 -1.034 2.752
H -9.455 -0.680 1.383
H -9.424 1.811 2.467
H -7.427 1.805 4.293
H -6.418 -0.485 4.256
H -7.472 -2.051 2.613
C 7.884 5.666 -2.206
C 8.600 4.583 -1.628
C 7.689 3.790 -0.984
N 6.454 4.352 -1.148
C 6.562 5.493 -1.893
H 8.293 6.477 -2.785
H 9.662 4.407 -1.681
H 7.813 2.877 -0.426
H 5.597 3.983 -0.775
H 5.694 6.082 -2.136
*
```


Entry 4:
A structure of composition C34H36BCdN7O2Sb at a distorted geometry, computed with the ωB97M-V functional and the def2-TZVPD basis.

Results
- E (Eh) = -2283.7237
- orbital gap (eV) = 8.0
- strongest force on any atom (eV/A) = 2.65

Structure (ORCA input):
```
! wB97M-V def2-TZVPD RIJCOSX def2/J DEFGRID3
* xyz 1 1
Cd -1.126 0.185 -0.724
C -1.208 -3.136 0.205
C -2.639 -2.736 0.417
C -3.581 -3.677 0.826
C -4.893 -3.289 1.033
C -5.231 -1.961 0.822
C -4.236 -1.077 0.429
N -2.974 -1.451 0.228
Sb -4.843 0.978 0.090
C -3.985 1.069 -1.909
C -4.888 1.193 -2.958
C -4.403 1.461 -4.228
C -3.037 1.606 -4.399
C -2.189 1.434 -3.310
C -0.707 1.602 -3.454
N -2.662 1.151 -2.088
C -3.288 2.067 1.147
C -3.634 2.665 2.350
C -2.727 3.530 2.944
C -1.522 3.769 2.308
C -1.238 3.110 1.114
C 0.080 3.317 0.425
N -2.121 2.279 0.548
H -1.122 -4.213 0.077
H -0.617 -2.843 1.075
H -0.798 -2.632 -0.669
H -3.279 -4.704 0.981
H -5.639 -4.006 1.350
H -6.246 -1.610 0.962
H -5.950 1.093 -2.777
H -5.079 1.589 -5.064
H -2.625 1.861 -5.366
H -0.451 1.995 -4.436
H -0.199 0.650 -3.306
H -0.343 2.293 -2.692
H -4.592 2.452 2.808
H -2.968 4.027 3.875
H -0.803 4.464 2.719
H 0.364 4.369 0.447
H 0.026 2.971 -0.605
H 0.862 2.754 0.940
N 1.323 -1.532 -4.495
C 2.439 -0.849 -4.083
C 2.052 -0.138 -2.984
N 0.732 -0.371 -2.726
C 0.314 -1.213 -3.642
C -1.055 -1.678 -3.687
N -1.942 -1.381 -2.760
C -3.109 -1.986 -3.131
C -2.929 -2.661 -4.302
N -1.617 -2.457 -4.648
H 1.288 -2.155 -5.283
H 3.381 -0.922 -4.597
H 2.634 0.511 -2.353
H -4.000 -1.909 -2.529
H -3.599 -3.255 -4.898
H -1.176 -2.831 -5.469
C 6.094 1.299 4.266
C 5.760 -0.015 3.541
C 6.672 -0.125 2.317
C 6.051 -1.203 4.470
C 4.280 -0.018 3.163
C 3.322 0.109 4.175
C 1.957 0.157 3.924
C 1.562 0.068 2.607
O 0.305 0.119 2.053
B 0.475 0.015 0.674
O 1.832 -0.116 0.387
C 2.495 -0.075 1.592
C 3.852 -0.122 1.840
H 7.171 1.367 4.427
H 5.604 1.361 5.238
H 5.782 2.158 3.669
H 7.712 -0.106 2.645
H 6.521 0.713 1.635
H 6.509 -1.061 1.779
H 7.113 -1.230 4.720
H 5.788 -2.143 3.983
H 5.487 -1.131 5.400
H 3.647 0.178 5.205
H 1.239 0.268 4.725
H 4.545 -0.235 1.018
*
```